Entry 1:
{"formula": "C44H42FN6O9Ti", "method": "wB97M-V/def2-TZVPD", "elements": ["C", "O", "C", "H", "C", "C", "H", "C", "H", "C", "H", "H", "C", "N", "O", "H", "H", "H", "H", "H", "C", "C", "C", "C", "H", "C", "N", "C", "C", "O", "O", "C", "H", "C", "C", "C", "C", "C", "N", "H", "H", "C", "H", "H", "H", "C", "O", "H", "H", "N", "H", "Ti", "H", "H", "C", "C", "H", "H", "H", "H", "H", "H", "N", "C", "H", "C", "C", "O", "H", "C", "O", "C", "H", "H", "H", "H", "C", "C", "H", "H", "H", "H", "O", "H", "C", "F", "C", "H", "H", "C", "C", "C", "H", "C", "C", "C", "C", "C", "C", "O", "C", "C", "N"], "xyz": [[0.33, 2.54, -6.07], [0.86, 1.13, 3.86], [-3.83, -0.76, 3.89], [-4.48, -0.14, -3.63], [3.88, 2.24, 2.36], [0.75, 2.60, -0.80], [-3.25, -1.58, 4.30], [-2.56, 0.90, -3.34], [-2.12, 2.86, -0.19], [-3.53, 0.56, 4.64], [4.77, 2.40, 4.30], [1.99, 0.03, -2.60], [-1.52, 2.84, -4.57], [-0.05, -1.75, -1.25], [4.01, -4.53, 4.83], [5.57, 0.04, 4.31], [-2.89, 2.23, 3.37], [0.67, -3.73, 1.37], [3.50, 3.25, 2.36], [4.30, -2.64, 1.10], [5.06, 0.45, 3.45], [4.79, -0.38, 2.36], [1.94, 3.38, -2.71], [0.95, -2.73, -1.17], [-0.55, -5.46, -2.48], [-1.94, -1.16, -2.60], [-3.48, 1.40, -0.74], [4.28, -2.20, 0.11], [1.21, 3.66, -1.57], [3.31, -2.95, -0.67], [0.61, 0.74, 1.68], [4.59, 1.76, 3.45], [2.81, 1.90, -3.99], [2.07, -3.63, 3.01], [-0.59, 3.37, -5.45], [2.20, -2.22, -0.63], [-4.85, 0.98, -0.71], [-3.19, 2.71, -0.25], [-1.96, 0.17, -2.23], [-1.92, 0.82, 1.75], [-4.15, 0.08, 1.91], [-3.40, -0.49, 2.46], [3.04, 1.79, 0.44], [-4.43, 1.16, 4.75], [-0.58, 4.43, -5.65], [-2.49, 1.31, 3.79], [-1.41, 0.67, 0.00], [-2.23, 3.49, -4.07], [4.09, -0.25, -0.81], [2.28, -1.03, -0.16], [-1.56, 1.53, 4.29], [0.28, -0.29, 0.10], [-4.97, 0.02, -1.21], [-5.26, 0.88, 0.31], [4.05, 0.09, 1.28], [0.97, 0.40, 2.90], [5.13, -1.40, 2.42], [-0.56, -0.40, -4.65], [1.00, 4.69, -1.31], [1.68, -4.67, -1.46], [0.19, 2.81, 0.10], [-5.48, 1.70, -1.24], [-2.21, 0.39, 2.65], [-3.44, -0.18, -3.99], [2.33, -4.68, 3.01], [3.73, -0.77, 0.08], [-0.58, 0.65, -4.89], [4.51, -2.39, 5.36], [-1.44, -0.26, 2.84], [-3.00, -1.73, 1.63], [-3.92, -2.52, 1.39], [-0.40, -4.43, -2.20], [-3.61, 3.49, -0.90], [-3.43, -0.13, -5.08], [1.06, 0.53, -6.25], [2.70, -0.79, 4.69], [-2.47, 0.39, -0.81], [-1.52, 1.48, -4.28], [-3.61, 2.88, 0.76], [-3.17, 1.71, -2.93], [-4.88, -1.04, 3.94], [-2.25, -3.76, -2.96], [-2.86, -1.42, -3.60], [5.25, -2.31, -0.38], [1.02, 1.27, -1.14], [2.38, 4.41, -3.48], [0.33, 1.18, -5.79], [1.06, 2.96, -6.76], [-3.15, 0.37, 5.64], [1.17, -3.11, 2.10], [-1.33, -3.50, -2.45], [3.86, -3.30, 4.82], [-2.91, -0.58, -0.55], [1.40, -1.03, 3.00], [-1.14, -2.11, -2.09], [2.28, -1.47, 3.97], [2.69, -2.79, 3.93], [3.62, 1.41, 1.28], [1.78, 1.04, -2.29], [-1.78, -1.75, 1.32], [2.24, 2.08, -3.09], [0.84, -4.00, -1.59], [0.88, -1.81, 2.05]], "e_lumo_ev": [1.72, 1.72], "homo_energy_ev": [-4.381, -4.380], "fmax_ev_per_a": 1.344, "e_tot_ev": -99515.7049, "total_charge": -1, "relative_energy_kcal_mol": 23.2, "spin_multiplicity": 1}

Entry 2:
{"formula": "C44H42GeN4O4PS2SeYb", "method": "wB97M-V/def2-TZVPD", "elements": ["H", "Yb", "C", "C", "H", "C", "H", "H", "C", "C", "H", "C", "H", "C", "N", "C", "C", "S", "C", "H", "H", "O", "H", "C", "C", "P", "C", "H", "H", "H", "C", "C", "O", "H", "C", "H", "H", "C", "H", "C", "N", "H", "O", "H", "H", "C", "H", "C", "C", "H", "C", "C", "H", "H", "H", "Ge", "H", "H", "C", "C", "O", "C", "C", "C", "C", "C", "H", "H", "H", "C", "H", "H", "H", "C", "H", "C", "C", "H", "S", "H", "C", "C", "H", "H", "C", "Se", "C", "H", "H", "H", "N", "C", "N", "H", "C", "C", "C", "C", "C", "H"], "xyz": [[-1.74, 3.81, 4.05], [-1.49, -0.03, -0.65], [-2.12, 2.77, -2.59], [2.31, -2.28, 2.57], [-2.89, -0.97, 4.86], [-1.39, 4.63, -4.02], [-1.23, -4.91, -2.03], [-6.11, -0.75, -0.32], [-1.41, -2.91, 4.09], [3.10, -1.24, 3.07], [2.74, -3.24, 2.34], [3.71, 3.22, 0.44], [4.72, 2.98, 0.74], [-2.02, 4.16, -2.86], [0.34, 4.49, -7.14], [-4.24, -1.59, -1.03], [-2.42, -3.20, -1.75], [-2.94, 2.30, -1.20], [2.52, -3.83, -1.16], [-0.47, -2.53, 4.48], [-4.50, -3.37, -2.18], [-3.52, -0.83, -0.32], [-0.46, 1.67, -5.49], [-1.32, 6.02, -4.28], [-2.01, -4.00, 4.70], [-1.45, -0.78, 2.28], [-3.76, -2.75, -1.69], [3.46, 4.20, 0.83], [4.23, 5.08, -3.22], [3.64, 5.84, -1.75], [-1.71, 1.80, 3.27], [-2.04, -4.41, -2.55], [-0.73, 3.41, 1.80], [2.82, -0.65, 0.01], [-0.20, 4.15, -6.15], [5.80, 2.22, -1.98], [3.01, 2.50, 0.88], [3.86, -4.19, -1.10], [3.04, 0.82, 3.73], [4.44, -2.01, -0.24], [-0.20, -2.98, -1.22], [-1.51, -4.51, 5.51], [-0.85, 1.29, 1.08], [2.71, 0.15, -2.83], [-1.71, -4.15, -3.56], [-2.61, 0.06, 4.68], [4.61, 0.95, -1.72], [0.32, -0.88, 2.61], [-5.71, -1.26, -1.20], [1.08, 3.81, -1.51], [-1.98, 0.44, 3.48], [1.69, 3.03, -1.99], [-2.46, 4.88, -2.17], [-3.34, 0.70, 6.56], [-3.69, -5.38, 4.72], [3.61, 3.31, -1.52], [5.86, -3.59, -0.57], [5.27, 5.17, -1.80], [3.11, -1.63, -0.34], [-2.05, -2.27, 3.02], [0.48, -0.97, -0.28], [2.47, -0.02, 3.34], [1.11, 0.16, 3.13], [4.25, 5.03, -2.14], [2.13, -2.54, -0.78], [-2.88, 1.01, 5.63], [1.39, 0.86, -3.83], [-4.84, -4.18, 2.86], [-5.85, -0.60, -2.07], [-1.54, 1.79, -3.58], [-3.80, -2.24, 1.75], [1.57, 3.12, -3.07], [0.35, -2.95, 2.03], [-2.60, 2.38, 5.43], [1.78, -4.52, -1.52], [-3.29, -2.74, 2.57], [-3.25, -4.50, 4.26], [-2.84, 3.10, 6.22], [-1.64, 0.11, -3.40], [5.18, -1.32, 0.16], [0.72, -2.13, -0.75], [4.77, 1.91, -2.20], [4.66, 1.77, -3.27], [0.65, 1.09, 3.45], [-1.06, 2.24, 1.96], [1.08, 1.35, -1.34], [4.83, -3.30, -0.62], [1.11, -0.65, -2.95], [-2.88, -5.10, -2.63], [-6.26, -2.18, -1.36], [-1.31, 7.17, -4.54], [-0.89, 2.31, -4.73], [-1.45, -2.47, -1.17], [4.14, -5.18, -1.42], [0.94, -2.10, 2.35], [-2.01, 2.77, 4.25], [-3.87, -3.85, 3.20], [-0.84, 3.69, -4.97], [1.63, 0.31, -2.92], [4.16, -1.39, 3.26]], "e_lumo_ev": [3.98, 3.98], "homo_energy_ev": [-1.756, -1.754], "fmax_ev_per_a": 2.995, "e_tot_ev": -244818.3168, "total_charge": -2, "relative_energy_kcal_mol": 0.0, "spin_multiplicity": 2}

Question: Which formula does entry 2 have?
Answer: C44H42GeN4O4PS2SeYb